Entry 1:
92
Properties=species:S:1:pos:R:3:forces:R:3 method="wB97M-V/def2-TZVPD" spin_multiplicity=2 e_homo_ev="-4.84 / -3.02" homo_lumo_gap_ev="6.87 / 4.89" de_lowest_kcal_mol=105.1 total_charge=-1
Pb 0.60803 0.30529 0.48737 -0.421 -0.065 -0.034
N 1.41583 0.48247 5.17804 0.027 -0.024 0.021
C 0.85730 0.46642 3.94216 0.102 -0.038 -0.008
N 1.52865 0.43770 2.85576 -0.067 -0.075 0.077
C 2.92664 0.45243 2.87861 0.161 -0.002 -0.312
N 3.61988 0.50558 1.78341 0.237 0.080 0.170
N 2.93660 0.51943 0.63136 -0.247 0.029 0.211
C 3.59561 0.89419 -0.45803 0.166 0.100 -0.211
C 2.90408 1.06438 -1.68037 0.012 0.012 0.155
C 3.54041 1.59230 -2.82686 0.050 0.071 -0.145
C 2.81044 1.84187 -3.95764 0.071 -0.051 0.172
C 1.43395 1.56401 -3.96007 -0.089 -0.032 -0.096
C 0.87731 1.04106 -2.81692 -0.010 -0.075 -0.037
N 1.57182 0.78173 -1.70882 0.332 -0.045 -0.229
C 3.59797 0.44852 4.17345 -0.013 -0.040 0.258
C 4.98375 0.43741 4.32204 -0.033 -0.014 0.031
C 5.55963 0.42061 5.58124 0.085 -0.001 -0.033
C 4.76358 0.40179 6.71790 -0.120 0.016 0.015
C 3.38199 0.41506 6.59311 0.054 0.016 0.048
C 2.80722 0.44978 5.33226 0.164 -0.011 -0.123
H 0.83890 0.50708 5.99884 -0.102 0.003 -0.030
H -0.22738 0.46994 3.89460 -0.005 0.015 0.052
H 4.63876 1.18342 -0.38214 0.000 -0.063 0.028
H 4.59535 1.82989 -2.77284 0.002 -0.021 -0.029
H 3.28350 2.26753 -4.83331 0.017 -0.003 0.000
H 0.82035 1.75731 -4.82809 -0.014 -0.011 0.007
H -0.18274 0.80804 -2.77193 -0.012 0.013 -0.009
H 5.59222 0.44163 3.42877 -0.018 0.010 -0.018
H 6.63753 0.42222 5.67963 -0.004 -0.016 -0.014
H 5.21223 0.38023 7.70232 0.005 0.001 -0.003
H 2.75010 0.39924 7.47411 -0.008 0.019 -0.010
F 0.77042 3.36652 0.09187 0.088 -0.151 -0.007
Sb 1.09443 5.23078 0.29055 0.048 0.463 -0.031
F 2.87098 4.94029 0.87115 -0.234 -0.053 -0.063
F 0.46344 5.03507 2.09127 0.309 0.151 -0.260
F 1.66075 5.30872 -1.51626 -0.103 0.015 0.270
F -0.72505 5.52381 -0.22771 0.851 0.240 -0.272
F 1.30876 7.10507 0.49918 -0.033 -0.294 0.020
C 0.61009 -2.01921 0.33721 0.078 0.211 -0.243
Ge -0.36937 -2.78386 -1.15288 -0.227 -0.804 -0.269
C -2.31770 -2.41254 -1.07585 0.419 0.139 -0.020
C -2.95233 -2.74768 0.12025 0.035 0.015 0.001
C -4.30724 -2.52205 0.29869 -0.081 -0.013 0.002
C -5.05478 -1.94790 -0.72176 0.010 0.024 0.037
C -4.43438 -1.59178 -1.90943 -0.084 0.028 -0.011
C -3.07451 -1.81839 -2.07988 0.027 0.014 -0.076
C 0.48667 -2.51635 -2.92874 -0.092 0.256 0.417
C -0.17206 -2.46974 -4.15370 -0.087 -0.091 0.025
C 0.53446 -2.28620 -5.33552 0.017 -0.030 -0.070
C 1.91622 -2.17104 -5.31088 -0.007 -0.009 0.009
C 2.58942 -2.23482 -4.09849 0.050 0.023 -0.076
C 1.87726 -2.39625 -2.92093 -0.028 0.082 0.082
C -0.27949 -4.77085 -0.99310 -0.073 0.198 0.070
C -1.41494 -5.57745 -0.98754 0.015 0.081 -0.018
C -1.31421 -6.95922 -0.88601 -0.020 -0.021 -0.022
C -0.06728 -7.56006 -0.79774 -0.035 -0.037 0.010
C 1.07569 -6.77199 -0.80948 0.039 -0.012 -0.017
C 0.96522 -5.39273 -0.90302 0.020 0.091 0.027
H -2.36582 -3.18264 0.92329 -0.059 -0.007 0.024
H -4.78767 -2.79040 1.23236 0.036 0.011 0.008
H -6.11457 -1.76707 -0.58429 0.013 -0.011 -0.013
H -5.01341 -1.13580 -2.70446 0.033 0.013 0.007
H -2.60528 -1.51907 -3.00985 -0.023 0.023 0.028
H -1.24712 -2.60275 -4.19579 0.023 0.043 -0.037
H 0.00892 -2.23528 -6.28216 -0.026 -0.026 0.023
H 2.46654 -2.03623 -6.23411 0.001 0.027 0.009
H 3.66862 -2.14278 -4.07431 -0.007 0.013 0.029
H 2.40169 -2.40812 -1.97014 0.041 0.038 -0.028
H -2.39268 -5.11545 -1.06334 -0.027 -0.061 0.009
H -2.21377 -7.56390 -0.87961 0.017 -0.020 0.000
H 0.01297 -8.63766 -0.71871 0.010 0.003 -0.006
H 2.05420 -7.23357 -0.74741 -0.004 0.001 0.017
H 1.86176 -4.78100 -0.90234 0.029 -0.056 0.007
O -2.24018 0.59256 1.00168 -0.420 0.001 0.129
C -2.72734 1.71589 1.13498 0.239 0.152 -0.017
C -4.22680 1.92145 1.21303 0.076 -0.011 -0.130
C -4.76458 2.73048 0.02270 -0.065 0.138 0.109
C -4.65327 4.24709 0.19408 0.176 -0.098 -0.092
C -3.21869 4.77019 0.24835 -0.279 -0.177 0.131
C -2.40545 4.18644 1.40149 -0.220 0.107 -0.015
N -1.95686 2.82212 1.17354 -0.039 -0.151 0.070
H -4.48910 2.41793 2.15276 -0.018 -0.007 -0.005
H -4.65890 0.92453 1.21364 -0.015 -0.078 0.058
H -5.81765 2.47449 -0.12055 0.015 -0.034 -0.005
H -4.23701 2.42199 -0.88469 -0.029 -0.029 -0.018
H -5.17174 4.53236 1.11700 -0.062 0.022 -0.016
H -5.17575 4.73169 -0.63520 -0.054 0.026 0.037
H -3.23857 5.85652 0.36505 0.036 -0.018 -0.046
H -2.69347 4.55636 -0.68473 -0.095 0.028 0.057
H -2.99573 4.22182 2.32412 -0.006 0.017 0.039
H -1.51066 4.78743 1.55213 -0.452 -0.257 0.176
H -0.97257 2.69171 0.97220 -0.068 0.067 0.046

Entry 2:
135
Properties=species:S:1:pos:R:3:forces:R:3 method="wB97M-V/def2-TZVPD" smiles=FC(F)C(F)(F)COC(F)(F)C(F)F.FC(F)C(F)(F)COC(F)(F)C(F)F.FC(F)C(F)(F)COC(F)(F)C(F)F.FC(F)C(F)(F)COC(F)(F)C(F)F.FC(F)C(F)(F)COC(F)(F)C(F)F.ClC(Cl)Cl.CCCCCC.CCCCCC e_homo_ev=-10.40 homo_lumo_gap_ev=10.57
F -9.69178 -7.71681 -1.27159 0.063 -0.828 -1.387
C -9.07895 -6.54575 -1.04971 0.805 -1.797 2.740
F -7.79235 -6.51433 -1.54735 -1.491 0.164 -1.339
C -10.11877 -5.45274 -1.16342 0.875 2.658 -0.143
F -11.05206 -5.68932 -0.18494 0.454 -0.210 -0.501
F -10.80210 -5.30053 -2.32214 0.420 -0.711 0.151
C -9.41810 -4.11786 -0.78025 0.254 0.920 -0.755
O -8.07302 -3.91836 -1.25833 1.156 -0.563 0.264
C -7.77342 -3.55019 -2.58313 -2.405 2.348 4.029
F -8.45485 -4.27660 -3.36385 -1.663 -2.387 -3.118
F -8.26126 -2.29206 -2.71769 0.748 0.626 -0.570
C -6.33820 -3.77630 -2.80099 4.556 -0.505 -0.293
F -5.87546 -3.64935 -4.11032 -1.433 -0.011 1.245
F -5.46013 -3.01431 -2.05700 -1.386 0.095 -0.288
H -8.83874 -6.62384 0.01061 -0.352 0.707 0.407
H -9.33396 -4.08364 0.30596 0.069 -0.046 -0.130
H -9.99151 -3.25479 -1.11850 -0.488 -0.228 0.083
H -6.14295 -4.79121 -2.45464 -0.177 -0.228 -0.394
F -2.26102 5.73881 -3.64185 -0.870 0.306 -0.968
C -3.19830 4.87200 -4.15478 1.258 -2.216 2.289
F -4.33846 4.93956 -3.46672 -1.068 1.333 -0.043
C -3.34263 4.86616 -5.64706 1.385 0.830 -1.324
F -3.44577 6.14272 -6.13441 0.444 0.012 0.266
F -4.49187 4.28831 -6.02273 0.364 -0.813 0.227
C -2.03118 4.26252 -6.33248 -1.101 -0.302 -1.266
O -1.99748 2.80289 -6.35562 1.763 -0.017 0.027
C -0.73554 2.27020 -6.87481 -3.330 0.627 0.882
F -0.69946 2.51713 -8.19841 -0.388 -1.186 -0.395
F 0.26520 2.94817 -6.42840 2.078 0.833 1.597
C -0.68148 0.75640 -6.43766 -1.158 -0.833 -0.644
F 0.43145 0.14199 -6.80515 2.557 0.372 -0.134
F -0.81107 0.55663 -5.08565 -0.227 0.872 -1.215
H -2.83546 3.89778 -3.82718 0.443 -0.382 -0.625
H -1.09735 4.71391 -5.99733 -0.314 -0.113 0.805
H -2.10643 4.60338 -7.36508 -0.236 -0.007 -0.159
H -1.34012 0.13982 -7.04931 -1.600 0.680 0.690
F -0.91589 8.46480 3.89217 -1.628 -1.121 -0.396
C -0.05777 9.42244 4.14264 0.748 1.253 0.433
F 1.16205 8.85552 4.05967 0.535 0.440 -0.448
C -0.27595 10.58573 3.12676 1.422 0.879 -0.901
F 0.58392 11.61706 3.44064 0.948 -1.126 -0.410
F -1.43183 11.21839 3.30878 -1.997 -0.724 0.497
C -0.27695 10.20933 1.62319 1.368 0.081 -1.308
O 1.04021 9.78514 1.14577 -0.082 -1.401 -0.294
C 1.37612 10.04707 -0.19346 -1.581 1.024 2.307
F 0.35243 9.87177 -1.05102 0.175 -0.834 -0.040
F 1.58161 11.35796 -0.19319 0.916 1.697 -0.988
C 2.64927 9.31107 -0.56145 2.115 -2.463 1.246
F 2.43808 7.95873 -0.21745 0.041 1.463 -0.912
F 3.11475 9.41073 -1.81089 -1.556 -0.131 -1.573
H -0.16226 9.78495 5.16528 -0.251 0.212 0.049
H -0.52954 11.06351 0.99497 -0.345 0.379 0.637
H -1.00836 9.43350 1.39688 0.040 -0.130 0.417
H 3.59644 9.59273 -0.10142 -0.872 0.494 1.684
F -0.87234 -7.45697 -5.70998 -0.167 -0.562 0.729
C 0.28320 -7.57472 -6.40050 -1.529 0.482 -2.824
F 1.29080 -7.22153 -5.68861 2.312 -0.112 2.237
C 0.40277 -8.95560 -7.10613 1.231 -0.063 -1.645
F 0.97934 -9.97039 -6.40292 -0.295 0.875 0.351
F 1.26229 -8.76580 -8.21754 -0.969 0.095 1.292
C -0.91929 -9.48760 -7.55816 -2.102 -0.797 0.168
O -1.61643 -8.71505 -8.54671 -0.986 -0.339 -0.283
C -3.01431 -8.96226 -8.74836 0.735 1.357 1.950
F -3.73339 -8.69190 -7.60250 0.728 -1.113 -0.297
F -3.38387 -7.93897 -9.53779 0.131 -1.225 -0.861
C -3.30014 -10.42178 -9.31567 0.151 0.957 -0.574
F -2.90118 -11.39496 -8.46065 0.027 0.599 0.002
F -4.59339 -10.66994 -9.61959 0.317 0.599 0.320
H 0.21998 -6.81256 -7.17718 -0.245 -0.279 -0.617
H -1.53951 -9.49101 -6.66183 -0.011 -0.140 0.196
H -0.85944 -10.52622 -7.88343 0.622 0.124 -0.030
H -2.70838 -10.43723 -10.23092 0.050 -0.455 -0.113
F 14.20950 -0.86740 5.44599 -0.833 0.421 -0.362
C 13.94097 -1.29720 4.16768 -0.125 0.553 0.328
F 13.90380 -2.62614 4.25527 -0.061 -0.494 -0.545
C 12.58502 -0.74210 3.57802 0.084 3.171 2.199
F 11.52475 -1.13964 4.29902 -0.190 -0.233 1.270
F 12.30545 -1.18702 2.38802 0.858 -0.614 -2.050
C 12.61863 0.89433 3.62406 1.334 -0.226 -0.897
O 11.51623 1.55188 3.04439 -0.886 1.174 -1.503
C 11.52007 2.01465 1.66187 0.877 -4.052 1.489
F 12.61194 2.64198 1.26038 0.160 1.483 0.846
F 11.58200 0.89571 0.89853 -0.814 -0.387 -0.340
C 10.19127 2.70735 1.46343 0.444 -0.023 -1.773
F 10.32337 3.86997 2.07278 -0.577 1.218 0.442
F 10.01726 2.92696 0.08956 0.118 -0.194 1.571
H 14.79025 -0.91932 3.59845 -0.040 -0.404 -0.527
H 13.50834 1.32094 3.16088 0.432 -0.744 -0.661
H 12.79624 1.33130 4.60671 -0.811 -0.768 0.520
H 9.35926 2.11184 1.83924 0.027 0.119 -0.006
Cl -3.32501 2.46794 1.49368 -0.402 -0.583 0.104
C -3.83584 1.63423 2.96585 -0.418 -0.369 0.570
Cl -4.78547 0.06139 2.77403 0.876 1.368 -0.277
Cl -4.79162 2.74557 3.99147 0.322 -0.390 -0.322
H -2.92256 1.37498 3.50141 -0.354 -0.037 -0.064
C 2.56720 2.15410 2.60077 -0.822 0.136 0.226
C 2.70801 0.67966 2.22391 0.212 0.281 -0.243
C 2.00546 0.41113 0.89214 -0.197 0.034 -0.181
C 1.91162 -1.02909 0.38304 -1.057 -0.354 -1.542
C 0.55409 -1.78682 0.37079 0.330 1.131 2.518
C 0.60163 -3.07571 -0.33134 -0.407 -0.681 -2.224
H 1.49930 2.37217 2.58941 -0.223 0.191 -0.345
H 3.04582 2.84772 1.90946 0.118 -0.122 -0.007
H 2.80229 2.43585 3.62716 0.679 -0.331 -0.004
H 3.75686 0.39895 2.12795 0.102 -0.107 0.169
H 2.26362 0.08294 3.02048 0.006 -0.206 -0.019
H 2.47759 0.94597 0.06804 0.470 0.367 0.294
H 1.03358 0.90257 0.93736 -0.417 -0.325 0.056
H 2.01437 -0.98894 -0.70136 0.676 0.343 -0.285
H 2.75117 -1.65932 0.67638 -0.137 -0.088 0.519
H 0.20555 -1.95167 1.39032 0.096 -0.133 0.418
H -0.26370 -1.18619 -0.02743 0.280 0.366 -0.390
H 0.69856 -2.90341 -1.40326 0.463 0.338 -0.357
H 1.42991 -3.75409 -0.12674 -0.355 -0.129 0.648
H -0.39875 -3.50671 -0.37087 0.163 -0.704 0.754
C -1.12871 -2.86281 6.45730 1.559 0.436 -0.462
C -0.56521 -1.58527 7.12540 -1.979 -0.400 0.616
C -1.78222 -0.98034 7.84716 -0.152 1.384 1.732
C -1.57557 0.44380 8.51013 0.330 0.598 0.458
C -2.73778 1.23434 9.14377 -1.730 -0.344 -0.324
C -2.41997 2.64044 9.70736 0.379 -0.548 -0.937
H -0.27059 -3.42316 6.08617 -0.091 -0.337 -0.127
H -1.76165 -2.66360 5.59255 -0.276 0.020 0.261
H -1.60876 -3.46675 7.22731 -0.245 0.023 -0.245
H 0.09475 -1.96348 7.90612 0.488 0.490 -0.137
H -0.09631 -0.83532 6.48839 0.180 -0.381 -0.203
H -2.05704 -1.70920 8.60960 0.029 0.053 0.397
H -2.69965 -0.95782 7.25902 0.187 0.264 -0.639
H -0.95864 0.51744 9.40572 1.094 -1.162 -0.241
H -1.06168 1.08462 7.79364 -0.042 0.115 -0.287
H -3.54477 1.32887 8.41717 -0.253 0.083 -0.090
H -3.14136 0.62188 9.95007 -0.146 -0.150 0.078
H -2.01893 3.17278 8.84487 0.816 0.309 0.353
H -3.23077 3.30215 10.01206 -0.582 -0.709 0.070
H -1.76166 2.55378 10.57178 0.430 0.265 -0.301